Here is a cluster of 3 separate species, C9H17N in total from the OMol25 dataset. Energies are from wB97M-V/def2-TZVPD.

Geometry as ORCA input:
```
! wB97M-V def2-TZVPD RIJCOSX def2/J DEFGRID3
* xyz 0 1
C 0.5006 -0.4782 0.0277
C -0.6346 0.2829 -0.0352
C 1.7581 -0.1782 0.7713
C -0.8889 1.5888 0.6395
C 0.1412 0.0534 -3.0940
C -0.9622 -1.3183 1.7151
C 0.6069 0.8056 -1.8971
N -1.4822 -2.5044 1.2313
C -0.7899 -0.9995 2.9979
C 1.3518 1.8960 -1.8856
H 0.4796 -1.4205 -0.5050
H -1.4540 -0.1197 -0.6172
H -1.9785 -2.4508 0.3544
H -1.9560 -3.1149 1.8945
H 2.6001 -0.1834 0.0781
H 1.9177 -0.9585 1.5157
H 1.7292 0.7818 1.2816
H -1.6208 1.4320 1.4333
H -1.2975 2.3015 -0.0769
H 0.0096 2.0153 1.0796
H -0.9525 0.0114 -3.1380
H 0.4919 -0.9840 -3.0741
H 0.4930 0.5049 -4.0319
H -1.1448 -1.6313 3.8179
H -0.2811 -0.0878 3.2891
H 1.7101 2.3668 -2.8066
H 1.6532 2.3890 -0.9653
*
```

Calculated values
Calculated total energy = -407.62491 a.u.
Kohn-Sham gap (spin up / spin down) = 0.2729 / 0.2646 hartree

Here are the Mulliken charges for atoms 1 to 6, given in e:
1 C 0.416
2 C 0.479
3 C -1.532
4 C -1.521
5 C -1.360
6 C 0.206